[1]
Formula: C3H2O3Y
Source: OMol25
Level of theory: ωB97M-V/def2-TZVPD

```
9
Properties=species:S:1:pos:R:3:lowdin_spin:R:1
H 0.98521 -2.62778 1.87275 0.000
C 1.44885 -1.69305 1.25403 0.000
C 1.12927 -0.95115 2.35249 0.000
O 0.24910 0.04945 1.92751 0.002
C 0.16931 -0.02524 0.61983 0.010
O 0.76541 -1.14580 0.20039 0.008
O -0.48302 0.72155 -0.08175 0.080
Y -1.33825 1.33074 -2.25039 0.899
H 1.76019 -0.70578 3.20324 0.000
```

Multiplicity = 2
Frontier orbital gap (spin up / spin down) = 6.71 / 6.75 eV
Calculated total energy = -378.738369 Eh
Energy relative to the best compared isomer or geometry (same formula, charge and spin) = 72.8 kcal per mole
Expectation value of S² = 0.750
Charge = +2
Maximum force = 0.082 Eh/bohr

=====

[2]
Formula: C3H2OS
Source: OMol25
Level of theory: ωB97M-V/def2-TZVPD

```
7
Properties=species:S:1:pos:R:3:nbo_charge:R:1
C -0.80880 0.80030 1.36202 -0.405
C 0.03301 0.20664 0.33773 0.088
C 0.76356 -0.35937 -0.60569 -0.448
O 1.11515 -1.01930 -3.04894 -0.856
S 1.41889 -1.40824 -1.67748 1.182
H -1.69592 1.41150 1.35283 0.233
H -0.82588 0.36847 2.27954 0.205
```

Multiplicity = 1
Frontier orbital gap (spin up / spin down) = 7.61 / 7.64 eV
Calculated total energy = -588.774574 Eh
Energy relative to the best compared isomer or geometry (same formula, charge and spin) = 67.9 kcal per mole
Charge = 0
Maximum force = 0.120 Eh/bohr

=====

[3]
Formula: C3H2S
Source: OMol25
Level of theory: ωB97M-V/def2-TZVPD

```
6
Properties=species:S:1:pos:R:3:nbo_charge:R:1
C 0.48096 -0.85562 0.36385 -0.252
C 0.52476 -1.05580 -0.81833 -0.217
C -0.73644 1.74637 -0.13251 -0.149
S -1.46692 2.13228 1.15651 0.136
H 0.53637 -0.71334 1.37957 0.223
H 0.66127 -1.25389 -1.94908 0.260
```

Multiplicity = 1
Frontier orbital gap = 10.15 eV
Calculated total energy = -513.525966 Eh
Energy relative to the best compared isomer or geometry (same formula, charge and spin) = 46.9 kcal per mole
Charge = 0
Maximum force = 0.056 Eh/bohr

=====

[4]
Formula: C3H30N2O11
Source: OMol25
Level of theory: ωB97M-V/def2-TZVPD

```
46
Properties=species:S:1:pos:R:3:nbo_charge:R:1
N 0.37006 2.10781 1.68303 -0.929
C 0.18959 1.99570 0.21730 -0.250
C 1.12214 0.98716 -0.52155 -0.242
N 0.47765 -0.25332 -0.96245 -0.695
C 1.34340 -1.05644 -1.80930 0.089
O 1.21288 -2.41951 -1.41004 -0.753
H 0.62605 1.31241 2.25843 0.404
H 0.96771 2.95268 2.04499 0.373
H 0.31984 2.99782 -0.22912 0.202
H -0.91888 1.89060 0.14454 0.214
H 1.48825 1.58224 -1.35879 0.200
H 1.98244 0.75696 0.24142 0.169
H 0.00263 -0.85884 -0.20618 0.388
H 0.86336 -0.99482 -2.84356 0.162
H 2.42608 -0.77056 -1.89612 0.178
H 0.53818 -2.77092 -1.89250 0.503
O -1.18140 -1.86059 2.07008 -1.004
H -0.28958 -1.62593 1.94244 0.472
H -1.49119 -1.02060 2.50344 0.484
O 3.87157 0.83093 1.57215 -0.927
H 3.04992 0.47637 1.53899 0.464
H 3.78829 1.59827 2.07154 0.461
O 0.39689 2.81676 -3.27651 -0.936
H 0.06341 2.49998 -2.41654 0.477
H 1.04672 2.18404 -3.57569 0.464
O -2.26426 1.80185 -1.56934 -0.964
H -2.63043 2.53351 -0.93999 0.466
H -2.71917 0.98193 -1.25411 0.497
O -2.80332 -0.64092 -0.22281 -0.968
H -2.62758 -0.47182 0.70636 0.499
H -3.33864 -1.36159 0.06249 0.482
O -1.92904 0.57078 2.76558 -1.044
H -1.51887 1.39541 2.29987 0.542
H -1.91005 0.45112 3.80241 0.518
O 1.82359 -0.39262 3.00040 -1.027
H 1.68196 -1.08204 2.32904 0.504
H 2.66328 -0.41144 3.51052 0.495
O -1.52493 -2.77939 -1.79797 -0.942
H -1.24027 -3.11329 -0.88253 0.461
H -1.69562 -1.89701 -1.52130 0.485
O 1.27453 -2.29859 1.38614 -1.007
H 1.12551 -3.22403 1.72917 0.504
H 1.34540 -2.43356 0.37788 0.526
O -1.98721 -0.43855 -3.54223 -0.968
H -2.74933 -0.62539 -2.85753 0.484
H -1.24156 0.07743 -3.27206 0.489
```

Multiplicity = 1
Frontier orbital gap = 9.16 eV
Calculated total energy = -1069.331497 Eh
SMILES string = NCCNCO.O.O.O.O.O.O.O.O.O.O
Energy relative to the best compared isomer or geometry (same formula, charge and spin) = 102.8 kcal per mole
Charge = 0
Maximum force = 0.093 Eh/bohr

=====

[5]
Formula: C3H30N2O12
Source: OMol25
Level of theory: ωB97M-V/def2-TZVPD

```
47
Properties=species:S:1:pos:R:3:lowdin_spin:R:1
N 1.37072 1.43272 1.77115 0.051
C 1.06808 2.33285 0.62798 0.040
C 0.56670 1.48381 -0.61357 0.015
N -0.75282 1.57946 -0.86074 0.170
C -1.28448 0.94703 -2.04351 0.045
O 1.28956 0.86940 -1.42135 0.443
H 0.53380 1.09845 2.15901 0.002
H 1.86210 0.60866 1.46809 0.003
H 0.26382 3.00251 0.81875 0.004
H 1.90295 2.89366 0.29224 -0.001
H -1.45163 1.88403 -0.16479 0.003
H -2.43513 1.05573 -2.18612 0.004
H -0.61671 1.21363 -2.91524 0.012
H -1.18532 -0.14248 -1.97841 0.017
H -2.30675 -2.77390 0.01927 0.000
H -1.42079 -1.51412 -0.26217 0.000
O -2.18931 -2.02439 -0.56589 0.001
H 0.73237 -1.31587 4.14903 0.000
H 2.06487 -0.42815 4.07444 0.000
O 1.69831 -1.28810 4.12055 0.000
H -2.63649 1.25441 4.27911 0.000
H -2.97958 2.30285 3.28162 0.000
O -3.30340 1.42991 3.63086 0.000
H 1.44500 -1.77098 2.49774 0.000
H 1.32592 -2.56597 1.18141 0.000
O 0.86868 -1.93524 1.74590 0.000
H -3.39330 1.03454 1.51370 0.000
H -3.42939 2.22948 0.53523 0.000
O -2.84659 1.71458 1.04934 0.000
H 2.63700 -1.19382 -3.60929 0.000
H 3.02264 -0.09410 -2.66868 0.000
O 2.82369 -1.04340 -2.68701 0.000
H 3.95089 -1.01952 -1.23103 0.000
H 4.77612 -0.52554 -0.09324 0.000
O 3.87360 -0.58169 -0.39199 0.001
H -5.13054 -0.54715 1.09715 0.000
H -3.82239 -0.91684 0.34174 0.000
O -4.23347 -0.78086 1.20442 0.000
H -0.23617 -2.68335 -2.05122 0.001
H -1.51423 -3.40214 -2.03534 0.000
O -0.60107 -3.52511 -2.31271 0.010
H 1.15131 -1.19244 -1.73628 -0.002
H 0.71817 -1.22076 -0.35895 0.000
O 0.30930 -1.25845 -1.24284 0.155
H 1.93042 1.73079 -3.30564 -0.001
H 2.69805 1.76500 -2.07946 0.001
O 2.88548 1.88088 -3.04327 0.027
```

Multiplicity = 2
Frontier orbital gap (spin up / spin down) = 9.91 / 4.73 eV
Calculated total energy = -1144.339149 Eh
Expectation value of S² = 0.765
Charge = +1
Maximum force = 0.058 Eh/bohr

=====

[6]
Formula: C3H30NO12S2
Source: OMol25
Level of theory: ωB97M-V/def2-TZVPD

```
48
Properties=species:S:1:pos:R:3:nbo_charge:R:1
N -1.16577 -1.74083 -1.18016 -0.884
C 0.14078 -1.06116 -1.45598 -0.135
C 0.22393 0.46465 -1.32253 -0.077
O 0.75157 0.70391 -0.05510 -0.951
C 0.56168 -1.46274 -2.85997 -0.480
S 2.28994 -2.27558 -3.03030 0.036
S 3.59908 -1.71189 -1.59217 -0.136
H -1.88028 -1.84601 -2.00792 0.377
H -1.61885 -1.12262 -0.54246 0.372
H 0.94472 -1.48436 -0.74533 0.229
H 0.97874 1.03295 -2.01617 0.153
H -0.67136 1.10859 -1.60129 0.158
H 0.37373 -0.59859 -3.58431 0.218
H -0.04867 -2.32014 -3.19789 0.214
H 3.82288 -2.67220 -0.72386 0.141
H -3.91699 1.73077 -1.18125 0.501
H -5.15312 0.75456 -0.72140 0.479
O -4.47320 0.96757 -1.37482 -0.984
H 1.21860 4.16292 -1.06559 0.506
H -0.10005 4.18959 -1.93530 0.450
O 0.54874 4.79695 -1.39676 -0.991
H -2.13991 3.86576 0.10398 0.505
H -3.06078 3.84978 -0.94344 0.450
O -2.85821 3.27663 -0.24892 -0.952
H 3.37187 -2.54558 2.69656 0.467
H 2.85037 -1.99102 1.46502 0.497
O 3.37397 -2.73973 1.72102 -0.974
H -0.42640 -3.00666 0.16852 0.477
H 0.76822 -3.68266 0.70992 0.476
O -0.17081 -3.59067 0.82910 -0.968
H -2.33885 -3.51773 0.24279 0.471
H -2.61121 -3.45810 1.76483 0.472
O -2.90585 -3.82887 0.90144 -0.944
H 3.16585 1.52022 1.53969 0.499
H 3.21992 3.15219 1.92359 0.459
O 3.51751 2.22064 2.22734 -0.954
H -0.46224 1.74450 0.74142 0.506
H 0.43820 2.99830 1.25217 0.463
O -0.44981 2.56511 1.30058 -1.011
H 1.21773 -0.17072 1.22443 0.514
H 0.44893 -0.86604 2.14798 0.463
O 1.29595 -1.00697 1.77603 -1.011
H 2.05796 3.09504 0.82496 0.420
H 1.32203 2.03860 0.01840 0.507
O 1.92168 3.00964 -0.07804 -1.032
H -2.10931 -1.87611 2.67317 0.467
H -2.87032 -0.92439 3.57495 0.475
O -2.99259 -1.74751 3.03308 -0.942
```

Multiplicity = 1
Frontier orbital gap = 8.68 eV
Calculated total energy = -1886.270216 Eh
Charge = -1
Maximum force = 0.065 Eh/bohr

=====

[7]
Formula: C3H31N2O10
Source: OMol25
Level of theory: ωB97M-V/def2-TZVPD

```
46
Properties=species:S:1:pos:R:3:lowdin_spin:R:1
N -2.12619 0.80316 -0.65422 0.018
C -0.84344 0.65843 0.02942 0.070
C 0.14192 1.72497 -0.60209 0.028
N -0.26026 3.00537 -0.15787 0.009
C 0.68922 4.11615 -0.21622 0.017
H -2.69191 1.61952 -0.45381 0.010
H -2.05748 0.66824 -1.71004 0.007
H -2.77055 -0.03538 -0.62073 0.010
H -0.91118 0.87634 1.11013 0.041
H -0.43195 -0.35673 0.01911 0.015
H 1.16744 1.47190 -0.18251 0.006
H 0.34775 1.53562 -1.65915 0.004
H -1.14197 3.42191 -0.40977 0.003
H 1.34569 4.17805 0.66680 0.004
H 0.11362 5.04426 -0.32239 0.002
H 1.39414 4.09722 -1.07582 0.001
H -2.86620 -2.32743 0.09461 0.014
H -2.56078 -1.66260 1.48713 0.013
O -2.77433 -1.48106 0.53360 0.036
H 3.00427 -2.15507 -0.92794 0.005
H 1.99204 -1.08761 -0.08960 0.007
O 2.11261 -2.02269 -0.54192 0.027
H -3.62387 4.27177 -0.34868 0.009
H -3.89140 3.79706 -1.80300 0.010
O -3.31846 3.65671 -1.04004 0.031
H 1.06232 -0.82108 3.42820 0.030
H 0.70544 0.59378 3.63366 0.051
O 1.49786 0.03883 3.55660 0.079
H -0.90269 -0.98478 -2.43318 0.008
H -1.02891 -0.21327 -3.86149 0.006
O -0.97602 -0.13423 -2.91354 0.025
H 2.01834 0.24101 1.61636 0.017
H 3.31661 0.06790 0.85244 0.026
O 2.33242 0.15991 0.68898 0.052
H 1.59556 -2.97662 2.11882 0.020
H 1.01800 -2.24737 0.96897 0.013
O 0.80281 -2.45574 1.90701 0.063
H -1.61182 -1.92229 3.31194 0.045
H -2.55611 -3.14304 3.23958 0.022
O -2.49451 -2.19960 3.03284 0.073
H 5.21619 -3.19700 -1.31136 0.009
H 4.87597 -2.16722 -2.47086 0.008
O 4.51160 -2.80090 -1.84547 0.024
H 0.12721 -3.94600 -1.87837 0.005
H 0.61092 -2.63495 -1.16389 0.006
O -0.15991 -3.07548 -1.60224 0.021
```

Multiplicity = 2
Frontier orbital gap (spin up / spin down) = 2.08 / 8.50 eV
Calculated total energy = -994.655439 Eh
Expectation value of S² = 0.751
Charge = 0
Maximum force = 0.077 Eh/bohr

=====

[8]
Formula: C3H32N2O12
Source: OMol25
Level of theory: ωB97M-V/def2-TZVPD

```
49
Properties=species:S:1:pos:R:3:nbo_charge:R:1
N -1.05731 0.80837 -0.11378 -0.888
C -0.54676 -0.06587 0.99396 -0.264
C 0.36731 0.71196 2.05906 -0.250
N 1.37502 -0.11301 2.60093 -0.644
C 2.72161 0.05311 1.95377 0.086
O 2.60393 0.12424 0.50975 -0.784
H -1.60951 1.69278 0.11308 0.374
H -0.26394 1.01275 -0.58411 0.348
H -0.11030 -0.95997 0.73782 0.214
H -1.32703 -0.53698 1.58925 0.201
H 0.94109 1.55929 1.53772 0.197
H -0.23942 0.91616 2.88970 0.193
H 1.10039 -1.08343 2.52772 0.366
H 3.27243 0.89061 2.19237 0.177
H 3.24199 -0.90369 2.12818 0.174
H 2.56704 1.07712 0.27827 0.474
O -0.87684 -2.40772 2.75116 -0.947
H -1.37282 -3.01493 3.33247 0.485
H -0.95914 -1.61866 3.30178 0.471
O -4.15431 -1.16535 -0.64360 -0.961
H -4.10705 -2.16424 -0.85935 0.482
H -3.27448 -0.79591 -0.79280 0.475
O -0.97018 2.86634 -3.65013 -0.921
H -0.18646 3.57271 -3.47402 0.467
H -0.59385 2.17868 -3.16314 0.455
O -0.88912 4.49749 0.90336 -0.967
H -0.27244 4.75490 1.73225 0.488
H -1.23047 3.62691 0.93512 0.480
O 1.45140 -2.31115 -0.09755 -0.969
H 0.96982 -1.73986 -0.67474 0.476
H 2.18758 -1.85701 0.35971 0.499
O 1.62634 -3.70974 -2.86137 -0.925
H 0.91622 -4.39229 -2.55262 0.461
H 1.53688 -3.33042 -2.03600 0.461
O 1.96970 3.43908 0.14184 -0.953
H 1.74038 2.81545 -0.56179 0.461
H 1.39880 4.16980 -0.17272 0.493
O 0.61037 -4.84280 1.24789 -0.979
H 1.42810 -4.86399 0.71330 0.480
H 0.45516 -3.96049 1.73027 0.497
O 1.85444 1.41180 -2.37398 -0.931
H 2.65765 1.29580 -1.76076 0.465
H 1.90617 0.52026 -2.51433 0.470
O -3.35015 2.11004 0.51506 -0.968
H -2.99500 1.64905 -0.16869 0.476
H -4.05184 1.75909 1.05654 0.507
O -2.07096 -1.27915 -2.69361 -0.928
H -2.04023 -0.42734 -3.26469 0.466
H -1.59967 -0.76947 -2.01724 0.459
```

Multiplicity = 1
Frontier orbital gap = 9.11 eV
Calculated total energy = -1145.701377 Eh
SMILES string = NCCNCO.O.O.O.O.O.O.O.O.O.O.O
Energy relative to the best compared isomer or geometry (same formula, charge and spin) = 137.1 kcal per mole
Charge = 0
Maximum force = 0.102 Eh/bohr